# 1
Entry from OMol25: a structure of composition C17H53FeO30P5S2Sr (the ωB97M-V functional and the def2-TZVPD basis).

Structure (XYZ):
```
109
Properties=species:S:1:pos:R:3:lowdin_charge:R:1
Fe -0.810 -1.569 1.551 0.93
Sr -2.444 -2.359 -4.033 1.77
S -1.178 -0.768 -0.863 0.27
O 0.014 -1.037 -0.081 -0.36
O -1.452 -1.836 -1.792 -0.45
O -2.078 -0.955 0.243 -0.33
O -1.155 0.554 -1.461 -0.27
S -2.062 -2.806 3.581 0.28
O -0.976 -1.843 3.389 -0.39
O -1.578 -4.084 4.098 -0.32
O -3.205 -2.341 4.304 -0.29
O -2.229 -2.764 2.123 -0.39
C -1.480 3.695 -1.178 -0.16
O -0.769 3.306 -2.330 -0.12
H -1.759 2.912 -0.473 0.07
H -0.971 4.443 -0.571 0.08
H -2.379 4.216 -1.510 0.07
H -0.775 2.359 -2.173 0.00
C -0.889 0.900 -4.901 -0.14
O -1.487 0.000 -4.060 -0.27
H -1.579 1.090 -5.723 0.09
H -0.543 1.824 -4.438 0.09
H -0.016 0.449 -5.374 0.09
H -1.272 0.213 -3.149 0.01
C 3.542 1.501 4.069 -0.06
O 2.567 0.918 3.130 -0.27
P 2.530 -0.727 2.887 0.56
O 1.333 -1.140 2.149 -0.23
O 3.926 -1.158 2.206 -0.22
C 4.239 -2.576 2.070 -0.05
O 2.719 -1.309 4.435 -0.22
C 2.138 -2.561 4.864 -0.08
H 4.523 1.094 3.823 0.09
H 3.358 1.158 5.087 0.08
H 3.488 2.590 4.060 0.09
H 3.288 -3.084 2.233 0.05
H 4.937 -2.890 2.846 0.10
H 4.522 -3.005 1.109 0.09
H 2.847 -3.377 5.006 0.08
H 1.558 -3.097 4.112 0.07
H 1.573 -2.390 5.780 0.10
C -3.814 3.028 -4.386 -0.02
O -3.831 1.727 -5.029 -0.22
P -4.602 0.514 -4.362 0.50
O -4.317 -0.897 -4.851 -0.40
O -4.018 0.703 -2.896 -0.23
C -4.891 0.638 -1.785 -0.07
O -6.161 1.042 -4.367 -0.17
C -7.096 0.039 -4.495 -0.16
H -4.216 3.705 -5.140 0.11
H -2.864 3.368 -3.972 0.09
H -4.573 2.923 -3.611 0.08
H -4.384 -0.055 -1.114 0.09
H -5.893 0.212 -1.836 0.09
H -4.972 1.611 -1.300 0.11
H -6.957 -0.772 -3.780 0.08
H -7.178 -0.536 -5.417 0.10
H -8.089 0.413 -4.243 0.11
C 1.875 1.244 -2.457 -0.13
O 3.012 1.959 -2.801 -0.20
P 4.312 1.962 -1.768 0.51
O 4.943 0.656 -1.454 -0.23
O 5.329 3.066 -2.422 -0.22
C 4.754 4.303 -2.889 -0.10
O 3.818 2.833 -0.490 -0.25
C 4.589 2.838 0.685 -0.12
H 0.982 1.848 -2.618 0.06
H 1.921 0.685 -1.522 0.09
H 1.731 0.478 -3.219 0.09
H 5.349 5.172 -2.607 0.09
H 3.764 4.608 -2.552 0.08
H 4.717 4.115 -3.962 0.09
H 4.337 3.652 1.365 0.10
H 5.662 2.960 0.538 0.09
H 4.596 1.854 1.155 0.08
C 1.607 -3.505 -1.493 -0.15
O 1.920 -4.187 -0.392 -0.18
P 0.894 -4.551 0.776 0.58
O 0.155 -3.290 1.207 -0.26
O -0.114 -5.727 0.330 -0.19
C -1.520 -5.681 0.547 -0.08
O 1.768 -5.355 1.836 -0.19
C 2.578 -6.435 1.573 -0.12
H 2.212 -2.599 -1.460 0.11
H 0.620 -3.047 -1.553 0.06
H 1.915 -4.105 -2.349 0.10
H -1.837 -6.407 1.296 0.11
H -2.041 -5.979 -0.363 0.08
H -1.940 -4.690 0.717 0.07
H 3.204 -6.279 0.695 0.09
H 2.008 -7.333 1.330 0.10
H 3.240 -6.656 2.410 0.10
C -3.273 1.737 3.340 -0.10
O -2.321 2.501 2.621 -0.23
P -0.824 1.835 2.378 0.61
O -0.857 0.397 1.976 -0.25
O -0.026 2.744 1.331 -0.20
C 1.375 2.735 1.205 -0.09
O -0.125 2.092 3.835 -0.22
C -0.295 3.251 4.546 -0.12
H -2.925 0.815 3.806 0.09
H -3.945 1.341 2.578 0.09
H -3.807 2.258 4.135 0.10
H 1.803 1.846 0.741 0.09
H 1.880 2.871 2.161 0.07
H 1.634 3.545 0.523 0.10
H 0.635 3.792 4.371 0.09
H -0.201 2.883 5.567 0.10
H -1.245 3.741 4.334 0.10
```

Net charge: +1
Total energy in eV: -183255.667
Kohn-Sham gap (spin up / spin down) in eV: 5.34 / 5.33
LUMO energy (spin up / spin down) in eV: -4.563 / -4.564
HOMO energy (spin up / spin down) in eV: -9.91 / -9.90
Spin multiplicity: 6



# 2
Entry from OMol25: a cluster of 12 separate species, C17H54B2N22O19 in total (the ωB97M-V functional and the def2-TZVPD basis).

Structure (XYZ):
```
114
Properties=species:S:1:pos:R:3:lowdin_charge:R:1
O 0.991 4.094 0.290 0.10
C 0.983 3.414 -0.718 -0.48
O 1.941 2.497 -0.940 0.14
C -0.069 3.604 -1.786 -0.01
C -1.170 2.515 -1.814 -0.21
B -2.417 3.252 -1.164 -0.69
O -2.475 3.475 0.194 0.19
O -3.424 3.762 -1.920 0.12
C -0.972 1.212 -0.995 0.01
C -1.482 0.107 -1.914 -0.41
O -1.403 -1.084 -1.747 0.14
O -2.113 0.700 -2.969 0.10
C -1.358 1.892 -3.192 -0.12
B -1.783 2.818 -4.429 -0.58
O -0.862 3.070 -5.400 0.19
O -3.030 3.331 -4.594 0.18
H 1.689 1.928 -1.669 0.11
H 0.436 3.700 -2.742 0.15
H -0.529 4.555 -1.566 0.07
H -1.630 3.286 0.606 0.09
H -3.901 4.418 -1.410 0.13
H -1.623 1.099 -0.135 0.14
H 0.010 0.968 -0.610 0.13
H -0.350 1.526 -3.446 0.16
H 0.037 3.085 -5.072 0.10
H -3.350 3.812 -3.824 0.09
N 0.376 5.304 3.325 0.17
C -0.573 5.519 4.283 -0.70
N -1.739 4.813 4.129 0.15
O -0.411 6.316 5.193 0.02
H 0.252 4.687 2.542 0.07
H 1.239 5.807 3.411 0.11
H -2.462 4.974 4.804 0.10
H -1.898 4.152 3.392 0.09
N -1.852 -5.726 0.277 0.16
C -1.689 -4.440 -0.131 -0.66
N -2.008 -4.197 -1.433 0.17
O -1.274 -3.555 0.617 -0.01
H -2.161 -6.467 -0.323 0.07
H -1.606 -5.941 1.223 0.10
H -1.894 -3.262 -1.782 0.07
H -2.339 -4.912 -2.051 0.10
N -2.437 8.255 1.648 0.14
C -1.596 9.295 1.975 -0.68
N -0.724 8.944 2.962 0.17
O -1.624 10.381 1.425 0.03
H -2.423 7.381 2.139 0.08
H -3.103 8.393 0.913 0.10
H -0.061 9.616 3.296 0.11
H -0.736 8.016 3.340 0.06
N -5.267 4.159 -6.670 0.15
C -6.207 3.168 -6.769 -0.68
N -7.259 3.445 -7.607 0.14
O -6.124 2.117 -6.162 0.03
H -5.330 5.026 -7.167 0.09
H -4.480 3.996 -6.064 0.07
H -7.964 2.741 -7.701 0.10
H -7.352 4.301 -8.117 0.08
N -1.620 -1.805 5.504 0.14
C -1.125 -2.651 4.545 -0.68
N -1.808 -2.688 3.376 0.17
O -0.122 -3.328 4.744 -0.01
H -2.436 -1.240 5.371 0.09
H -1.131 -1.758 6.376 0.10
H -1.467 -3.294 2.640 0.06
H -2.628 -2.142 3.201 0.10
N 1.710 3.918 -9.157 0.15
C 0.799 4.133 -8.156 -0.68
N -0.455 3.649 -8.390 0.16
O 1.094 4.717 -7.125 0.01
H 1.494 3.442 -10.010 0.09
H 2.639 4.263 -9.012 0.10
H -1.136 3.781 -7.665 0.09
H -0.715 3.166 -9.228 0.10
N -0.891 6.844 -3.016 0.21
C -1.427 6.159 -1.966 -0.60
N -1.157 6.659 -0.726 0.21
O -2.103 5.147 -2.116 -0.01
H -0.337 7.672 -2.912 0.11
H -1.071 6.489 -3.936 0.12
H -1.545 6.169 0.053 0.09
H -0.592 7.470 -0.553 0.11
N 2.685 -4.697 6.794 0.17
C 3.194 -5.560 5.878 -0.66
N 2.511 -5.622 4.709 0.18
O 4.204 -6.235 6.098 -0.03
H 1.866 -4.140 6.622 0.09
H 3.160 -4.621 7.673 0.11
H 2.846 -6.242 3.999 0.10
H 1.688 -5.071 4.535 0.08
N 1.210 -8.813 -0.902 0.15
C -0.134 -8.955 -1.100 -0.67
N -0.599 -10.240 -1.099 0.15
O -0.866 -7.993 -1.268 0.01
H 1.835 -9.583 -0.766 0.09
H 1.576 -7.880 -0.904 0.11
H -1.580 -10.373 -1.246 0.10
H -0.013 -11.041 -0.963 0.09
N 5.833 -5.520 3.622 0.16
C 7.159 -5.249 3.431 -0.69
N 7.896 -5.159 4.580 0.15
O 7.651 -5.102 2.324 0.01
H 5.413 -5.635 4.532 0.05
H 5.269 -5.599 2.800 0.09
H 8.874 -4.969 4.484 0.10
H 7.508 -5.290 5.495 0.09
N 5.827 -8.748 6.378 0.16
C 6.350 -9.609 5.461 -0.69
N 5.681 -9.653 4.263 0.14
O 7.339 -10.291 5.674 0.01
H 5.014 -8.177 6.216 0.05
H 6.296 -8.686 7.261 0.10
H 6.041 -10.267 3.560 0.10
H 4.876 -9.092 4.064 0.08
```

Total energy in eV: -91558.728
Kohn-Sham gap in eV: 9.14
LUMO energy in eV: -0.172
HOMO energy in eV: -9.31



# 3
Entry from OMol25: a structure of composition C17H54BN6NbO7P3 (the ωB97M-V functional and the def2-TZVPD basis).

Structure (XYZ):
```
89
Properties=species:S:1:pos:R:3:lowdin_charge:R:1
C 7.615 -3.386 2.262 -0.07
C 7.562 -2.802 0.856 -0.44
O 8.256 -1.580 0.749 -0.07
C 6.110 -2.710 0.300 -0.27
O 5.647 -1.394 0.095 -0.46
Nb 4.979 -0.165 1.422 1.22
C 2.873 -0.908 1.616 -0.27
B 2.688 -1.883 2.780 -0.82
O 3.260 -3.185 2.779 0.05
O 1.934 -1.551 3.916 0.09
P 4.536 1.691 3.153 0.54
C 5.188 1.119 4.780 -0.42
O 5.551 2.964 2.733 -0.51
H 6.932 -4.227 2.366 0.08
H 7.390 -2.632 3.016 0.06
H 8.627 -3.754 2.450 0.07
H 8.106 -3.509 0.222 0.12
H 8.201 -1.117 1.591 0.05
H 5.435 -3.277 0.946 0.09
H 6.107 -3.215 -0.674 0.10
H 4.462 1.132 0.180 -0.10
H 6.649 0.655 1.577 -0.10
H 5.386 -1.222 2.895 -0.05
H 2.288 -0.008 1.829 0.00
H 2.534 -1.282 0.646 0.03
H 2.764 -3.806 2.246 0.07
H 1.142 -2.082 3.961 0.08
H 6.242 0.838 4.721 0.01
H 4.600 0.237 5.038 0.00
H 5.029 1.863 5.563 0.00
H 6.421 2.591 2.542 -0.03
O 1.308 1.770 0.218 -0.27
P 0.982 2.210 -1.139 0.57
N 1.556 3.786 -1.384 -0.31
C 0.900 4.898 -0.714 -0.12
C 3.007 3.825 -1.167 -0.13
N -0.724 2.180 -1.236 -0.29
C -1.526 3.229 -1.820 -0.15
C -1.417 1.527 -0.132 -0.12
N 1.310 1.510 -2.650 -0.29
C 1.935 0.184 -2.549 -0.12
C 1.891 2.277 -3.745 -0.14
H 1.410 5.821 -1.000 0.08
H 0.926 4.816 0.380 0.10
H -0.129 5.000 -1.033 0.04
H 3.503 3.038 -1.736 0.05
H 3.277 3.682 -0.116 0.08
H 3.398 4.784 -1.516 0.08
H -1.732 4.047 -1.118 0.07
H -2.492 2.821 -2.135 0.07
H -1.048 3.642 -2.711 0.08
H -1.535 2.183 0.740 0.09
H -0.880 0.640 0.190 0.07
H -2.413 1.214 -0.459 0.06
H 2.983 0.231 -2.231 0.08
H 1.886 -0.322 -3.514 0.07
H 1.396 -0.428 -1.824 0.07
H 2.953 2.512 -3.616 0.07
H 1.352 3.207 -3.897 0.07
H 1.785 1.670 -4.648 0.08
O -4.930 -0.089 0.025 -0.29
P -6.052 -0.754 -0.693 0.67
N -7.238 -1.118 0.472 -0.34
C -6.879 -2.008 1.568 -0.11
C -7.884 0.098 0.955 -0.13
N -5.123 -2.116 -1.233 -0.31
C -5.504 -3.487 -0.993 -0.15
C -3.674 -1.939 -1.255 -0.14
N -7.066 -0.915 -2.107 -0.30
C -6.993 0.215 -3.042 -0.13
C -8.441 -1.389 -1.993 -0.14
H -7.759 -2.144 2.201 0.08
H -6.061 -1.622 2.187 0.09
H -6.603 -2.990 1.197 0.05
H -8.222 0.709 0.113 0.07
H -7.213 0.713 1.567 0.09
H -8.764 -0.164 1.545 0.08
H -5.191 -3.841 0.000 0.07
H -5.037 -4.142 -1.735 0.08
H -6.584 -3.623 -1.089 0.07
H -3.219 -2.072 -0.264 0.09
H -3.405 -0.949 -1.608 0.06
H -3.236 -2.671 -1.938 0.08
H -7.504 1.112 -2.671 0.08
H -7.442 -0.064 -3.996 0.08
H -5.949 0.474 -3.230 0.08
H -9.140 -0.660 -1.563 0.07
H -8.494 -2.298 -1.403 0.07
H -8.772 -1.619 -3.009 0.08
```

Net charge: -1
Total energy in eV: -71870.709
Kohn-Sham gap in eV: 4.92
LUMO energy in eV: 1.809
HOMO energy in eV: -3.11



# 4
Entry from OMol25: a structure of composition C17H58F3O15Y (the ωB97M-V functional and the def2-TZVPD basis).

Structure (XYZ):
```
94
Properties=species:S:1:pos:R:3:lowdin_charge:R:1
Y 8.351 21.383 34.515 2.16
C 7.559 22.591 31.248 -0.29
O 7.733 21.522 30.339 -0.13
O 8.427 22.176 32.300 -0.27
C 7.784 23.997 30.575 -0.52
F 6.610 24.330 30.077 0.17
F 8.166 24.972 31.404 0.15
F 8.640 23.940 29.501 0.13
C 6.637 21.120 29.494 -0.17
C 6.899 19.787 28.735 -0.02
H 7.178 18.943 29.367 0.07
H 6.043 19.421 28.169 0.07
H 7.701 19.886 28.004 0.05
H 6.467 21.918 28.771 0.09
H 5.665 21.103 29.988 0.13
H 6.565 22.494 31.684 0.16
C 8.387 16.470 27.152 -0.17
O 9.567 17.154 27.538 -0.11
H 7.452 16.996 27.347 0.05
H 8.394 16.405 26.063 0.08
H 8.441 15.484 27.614 0.08
H 9.465 17.973 27.048 0.05
C 5.288 19.397 24.519 -0.21
O 4.144 19.054 23.811 -0.10
H 5.951 18.535 24.440 0.08
H 5.736 20.252 24.013 0.08
H 5.192 19.707 25.559 0.06
H 3.470 19.710 24.005 0.08
C 10.225 27.459 34.746 -0.13
O 9.667 26.255 34.304 -0.14
H 10.724 28.046 33.975 0.10
H 9.515 28.122 35.241 0.09
H 11.009 27.180 35.449 0.09
H 9.048 26.527 33.622 0.08
C 10.445 20.462 29.761 -0.11
O 9.639 19.771 30.719 -0.13
H 9.880 20.879 28.927 0.07
H 10.954 21.310 30.217 0.07
H 11.227 19.795 29.398 0.10
H 8.883 20.324 30.931 0.00
C 4.120 26.410 31.801 -0.14
O 5.337 25.867 32.270 -0.16
H 4.221 26.720 30.761 0.09
H 3.402 25.591 31.765 0.08
H 3.646 27.074 32.522 0.09
H 6.083 26.461 32.155 0.06
C 8.226 15.989 30.425 -0.13
O 8.349 16.725 31.660 -0.15
H 9.174 15.728 29.955 0.09
H 7.519 15.177 30.595 0.08
H 7.621 16.591 29.748 0.04
H 7.511 17.030 32.015 0.05
C 7.091 24.024 35.505 -0.07
O 8.338 23.693 34.858 -0.23
H 6.726 23.264 36.196 0.09
H 7.241 24.931 36.090 0.12
H 6.283 24.219 34.799 0.11
H 8.679 24.504 34.474 0.07
C 9.125 20.829 25.609 -0.15
O 8.439 19.801 24.913 -0.12
H 10.180 20.564 25.685 0.09
H 9.036 21.805 25.132 0.08
H 8.698 21.058 26.585 0.05
H 8.647 19.741 23.977 0.09
C 11.735 23.636 32.414 -0.18
O 12.476 22.634 33.007 -0.07
H 12.321 24.170 31.666 0.10
H 10.883 23.186 31.906 0.05
H 11.327 24.318 33.160 0.06
H 11.826 22.143 33.515 0.05
C 8.307 26.929 28.267 -0.11
O 7.350 28.070 28.350 -0.14
H 7.897 26.237 27.531 0.07
H 9.274 27.283 27.910 0.08
H 8.395 26.528 29.277 0.05
H 7.912 28.836 28.488 0.06
C 11.450 24.719 27.221 -0.11
O 11.436 23.986 28.508 -0.14
H 10.473 24.748 26.739 0.07
H 11.767 25.754 27.352 0.07
H 12.242 24.387 26.549 0.08
H 10.545 24.127 28.838 0.01
C 5.165 23.834 27.393 -0.16
O 4.900 24.387 26.090 -0.10
H 4.721 24.374 28.229 0.07
H 4.660 22.868 27.404 0.08
H 6.224 23.855 27.651 0.05
H 5.071 25.331 26.103 0.07
C 4.011 17.423 26.932 -0.20
O 3.613 16.535 27.916 -0.10
H 3.371 17.313 26.057 0.09
H 4.017 18.439 27.325 0.06
H 5.077 17.331 26.720 0.06
H 4.180 15.790 27.706 0.08
```

Net charge: +2
Total energy in eV: -58451.078
Kohn-Sham gap in eV: 2.23
LUMO energy in eV: -10.720
HOMO energy in eV: -12.95